Record 1
The following is a quantum chemistry calculation of a 3-piece molecular cluster, C26H43F3N2O5P2S2 overall, from the OMol25 dataset.

Last column: Löwdin charge in e.
Cartesian coordinates (Å):
O -5.940 -0.699 -2.139  0.070
H -3.414 9.897 2.633  0.105
C 4.085 -6.609 -1.199  -0.276
C -3.478 -0.279 -1.517  -0.056
H -3.475 7.490 2.430  0.102
H -2.980 7.924 4.049  0.111
C -2.312 -1.232 -1.893  0.022
H -2.068 5.314 0.772  0.041
F -3.756 3.484 2.926  0.068
N -4.156 -1.829 -3.324  -0.287
H 1.601 -5.022 -1.068  0.064
H 4.205 -5.507 -3.061  0.080
S -3.584 -0.642 -4.512  0.900
P 0.975 0.526 0.449  0.760
H -2.487 3.212 0.785  0.078
H 5.263 -8.951 0.831  0.065
H 0.088 6.316 1.529  0.103
S -4.614 3.595 -1.458  0.092
O 0.575 -2.932 0.390  0.037
F -3.967 1.128 2.978  0.048
H -1.679 6.028 3.229  0.096
H 2.213 -1.095 -1.598  0.086
H 7.292 -7.998 -1.430  0.110
H 3.544 -7.474 -0.803  0.103
H 6.156 -7.867 -2.752  0.100
O 1.843 1.531 -0.336  -0.475
H -0.638 7.392 3.570  0.104
O -0.826 3.055 3.201  -0.056
H -4.980 2.417 1.116  -0.023
H -1.217 1.050 2.826  0.156
C -1.698 2.410 0.999  -0.121
H -2.175 9.413 1.494  0.099
C -1.881 1.149 0.030  -0.095
C -0.865 -1.006 -1.327  -0.097
H -2.671 6.922 0.338  0.074
H -0.685 2.895 0.721  0.136
H 4.555 -9.374 -1.555  0.098
P -4.798 2.043 -0.250  0.401
H 6.108 -10.118 -1.873  0.105
H 5.354 -10.660 0.405  0.070
C 5.777 -9.674 0.193  -0.115
C -1.413 7.035 2.883  -0.225
F -2.886 2.249 4.672  0.068
N 0.162 -1.935 -1.791  -0.116
C -1.690 2.056 2.565  -0.219
H -1.710 10.148 4.435  0.076
H -0.244 -5.104 -1.565  0.101
H 1.734 -1.935 -3.232  0.106
H -1.344 11.164 3.034  0.070
H 6.834 -9.692 0.474  0.076
C -2.454 9.376 2.551  -0.272
H -0.492 7.919 1.128  0.101
C 3.711 -6.396 -2.659  -0.112
C -2.651 7.928 3.004  -0.225
H -1.285 6.244 -0.513  0.080
C -1.423 10.130 3.380  -0.114
C 0.460 -3.023 -0.854  -0.366
C 1.376 -1.272 -2.355  -0.062
C 5.589 -6.772 -0.978  -0.227
H 1.694 -0.722 0.623  0.025
H 0.677 0.960 1.803  0.023
C -3.135 2.256 3.263  -0.351
H -5.957 1.325 -0.701  -0.009
H 1.086 -0.271 -2.836  0.119
C -0.698 0.178 -0.350  -0.136
H -0.432 9.679 3.299  0.066
C -0.816 6.935 1.478  -0.265
H 5.784 -6.820 0.098  0.102
C 6.221 -7.987 -1.665  -0.229
C -3.315 0.936 -0.580  -0.243
H 6.100 -5.870 -1.335  0.110
C -1.769 6.319 0.464  -0.102
H 3.742 -5.743 -0.621  0.094
H 3.990 -7.253 -3.277  0.069
C -2.857 -2.363 -2.873  -0.426
H 0.996 -4.294 -2.635  0.085
H -4.066 -1.119 -5.730  -0.083
O -2.233 -3.399 -3.162  0.085
C 0.715 -4.474 -1.527  0.001
C 5.615 -9.338 -1.283  -0.274
C -4.720 -0.883 -2.302  -0.421
H 2.632 -6.256 -2.757  0.048
H -0.817 3.864 2.629  0.090

Maximum force = 0.0909 hartree/bohr
Highest occupied orbital energy = -8.86 eV
Total energy = -89271.2784 eV
SMILES string = CC(=O)N(C)c1c([PH2]=O)c(C[C@@H](O)C(F)(F)F)c([PH2]=S)c2c1C(=O)N(S)C2=O.CCCCCC.CCCCCC

***

Record 2
The following is a quantum chemistry calculation of a 2-piece molecular cluster, C2H9NS overall, from the OMol25 dataset.

Last column: Löwdin charge in e.
Cartesian coordinates (Å):
C 1.488 0.328 -0.302  -0.418
H 0.920 0.979 0.387  0.014
H 1.715 -3.002 -0.700  0.047
H 0.594 -2.625 -2.170  0.022
H 1.839 0.913 -1.189  0.049
N -3.228 2.294 1.609  -0.014
H 2.364 -0.188 0.109  0.025
H 2.055 -1.682 -1.871  0.024
H -3.953 1.899 2.197  -0.005
S 0.224 -1.028 -0.493  0.688
H -2.583 1.475 1.540  0.014
C 1.251 -2.236 -1.379  -0.452
H -2.686 2.873 2.263  0.006

Maximum force = 0.0355 hartree/bohr
Highest occupied orbital energy = -8.57 eV
Total energy = -14544.7876 eV
SMILES string = CSC.N

***

Record 3
The following is a quantum chemistry calculation of C3H3NO2 as an isolated structure, from the OMol25 dataset.

Last column: Löwdin charge in e.
Cartesian coordinates (Å):
C 0.187 0.122 0.652  -0.271
H 1.183 -1.599 -0.243  0.104
O -1.186 1.163 -0.369  -0.005
H 0.685 0.136 1.631  0.158
O -0.832 -1.584 -0.432  0.069
H 0.771 1.433 -1.388  0.139
N -1.238 0.337 0.650  0.054
C 0.252 -1.178 -0.074  -0.200
C 0.178 1.169 -0.429  -0.047

Maximum force = 0.0733 hartree/bohr
Highest occupied orbital energy (spin up / spin down) = -8.89 / -8.39 eV
Total energy = -8737.9971 eV

***

Record 4
The following is a quantum chemistry calculation of one molecule with the formula C3H9N3, from the OMol25 dataset.

Last column: Löwdin charge in e.
Cartesian coordinates (Å):
H 2.218 0.040 1.653  0.050
H -2.287 1.670 -0.952  0.056
C 1.075 -0.324 0.196  -0.532
C -1.535 0.235 0.466  -0.196
H 1.765 -1.024 -1.470  0.052
N 0.988 -0.454 -1.261  0.107
H -3.014 0.107 -0.892  0.062
H 0.055 -0.769 -1.629  0.075
H -1.425 0.326 -1.727  0.074
C -2.098 0.641 -0.873  -0.091
H -1.723 -0.771 0.743  0.091
N 0.018 0.474 0.746  0.012
H 0.101 0.831 1.688  0.096
H -2.027 0.816 1.175  0.078
N 2.092 -0.669 0.897  0.065

Maximum force = 0.0750 hartree/bohr
Highest occupied orbital energy = -8.54 eV
Total energy = -7726.1326 eV
SMILES string = [H]/N=C(/N)NCC

***

Record 5
The following is a quantum chemistry calculation of C43H30Cl5F4GeN6STl as an isolated structure, from the OMol25 dataset.

Last column: Löwdin charge in e.
Cartesian coordinates (Å):
H -0.645 1.872 -2.406  0.041
C 2.996 -1.718 -4.781  -0.718
H -1.713 -0.778 0.988  -0.087
Cl 5.426 -2.080 -3.683  0.666
C 0.189 3.351 0.647  -0.213
C 4.271 -2.113 5.031  -0.074
C 1.523 3.602 -0.080  -0.200
C -4.829 1.064 1.196  -0.106
H -4.782 4.383 -3.294  0.094
C -3.670 -1.167 -3.393  -0.179
H -3.693 -0.195 -3.872  0.097
H -5.778 -0.175 -1.786  0.094
C -6.071 1.225 1.783  -0.103
H -2.844 -2.580 -0.449  0.101
N 3.070 -5.861 0.171  0.103
C 3.735 1.560 0.910  -0.416
N 3.714 -0.060 7.898  0.088
H -3.437 -4.618 -1.703  0.100
F 5.123 -4.253 2.179  0.076
C -1.644 0.235 0.557  -0.375
N 0.287 2.166 1.454  -0.160
C 2.910 -1.932 4.706  -0.162
C 1.845 -0.818 -2.361  -0.212
H -3.926 1.316 1.735  0.086
C 1.644 -1.404 -4.731  -0.711
H 2.447 0.902 3.733  0.084
H -4.307 -2.227 -5.139  0.094
H -4.826 2.414 -1.841  0.084
H 4.758 1.189 0.917  0.069
C 4.205 -0.730 7.091  -0.294
H -2.656 5.103 -4.344  0.093
H -8.000 0.110 -0.756  0.093
Cl 0.668 -1.527 -6.146  0.658
F 6.262 -3.235 4.323  0.066
H -0.586 3.161 -0.099  0.098
C 3.414 2.096 -0.487  -0.297
C 1.761 0.859 2.887  -0.401
Tl 0.440 -0.101 -0.362  0.785
H 4.035 3.000 -0.638  0.120
C -2.751 1.971 -2.040  -0.252
Ge -2.896 0.321 -0.908  0.819
C -5.858 0.224 -0.781  -0.122
Cl 3.711 -2.238 -6.254  0.657
H -0.079 4.264 1.211  0.115
C 4.949 -2.948 4.115  -0.143
C -4.702 0.562 -0.091  -0.273
C -3.894 2.716 -2.294  -0.105
C -1.562 2.414 -2.603  -0.156
N 2.007 2.370 -0.683  -0.109
S 2.681 0.164 1.461  0.857
H 1.000 0.104 3.076  0.072
C -2.678 4.244 -3.684  -0.110
C -3.195 -2.504 -1.471  -0.106
C 2.390 -3.768 1.447  -0.224
C -7.107 0.384 -0.206  -0.105
C -4.009 -2.306 -4.101  -0.105
H -0.582 3.854 -3.854  0.098
C -3.867 3.835 -3.107  -0.100
C 1.100 -0.979 -3.524  -0.689
N 7.313 -1.809 6.882  0.088
F 2.119 -1.172 5.511  0.059
C -3.524 -3.647 -2.175  -0.087
C -7.215 0.883 1.083  -0.117
Cl -0.597 -0.664 -3.456  0.774
Cl 4.174 -1.136 -1.025  0.733
C 3.006 -3.282 2.674  -0.087
C 1.085 2.209 2.654  -0.263
H 1.386 4.399 -0.824  0.116
C 4.884 -1.525 6.173  -0.244
C 1.418 -3.018 0.868  -0.225
H -4.237 -4.437 -4.039  0.092
C 3.767 -1.628 -3.628  -0.709
F 0.984 -2.257 3.418  0.064
H 0.484 2.427 3.554  0.124
C 4.352 -3.494 2.998  -0.152
C 2.804 -4.907 0.766  -0.266
C -3.280 -1.253 -2.067  -0.347
H -6.154 1.608 2.792  0.094
H 1.833 3.003 2.570  0.098
C 3.183 -1.186 -2.440  -0.685
C -1.520 3.534 -3.418  -0.095
C 6.219 -1.710 6.517  -0.292
C 2.314 -2.489 3.597  -0.189
H 3.637 2.331 1.666  0.066
H -8.189 0.994 1.542  0.090
N 0.604 -2.324 0.388  0.069
H -0.626 1.726 1.603  0.030
H 1.784 2.341 -1.669  0.099
H 3.709 1.354 -1.227  0.063
H 2.269 3.957 0.638  0.104
C -3.958 -3.547 -3.487  -0.105

Maximum force = 0.0264 hartree/bohr
Highest occupied orbital energy = -1.69 eV
Total charge = -2
Total energy = -199542.8795 eV

***

Record 6
The following is a quantum chemistry calculation of one molecule with the formula C5H7ClO, from the OMol25 dataset.

Last column: Löwdin charge in e.
Cartesian coordinates (Å):
C 0.370 -0.464 -0.274  -0.582
H -0.315 -1.777 1.554  0.129
H 1.321 -0.996 2.961  0.037
C 1.338 -0.612 1.999  -0.009
H -1.608 1.888 -1.995  0.081
C -0.680 0.856 -0.470  -0.280
O -2.003 0.588 -0.613  -0.001
H -0.637 1.696 0.180  0.141
C -1.309 0.959 -1.738  -0.149
H -1.142 0.348 -2.591  0.119
H 2.155 -0.043 1.789  0.017
C 0.414 -1.006 1.149  -0.194
Cl 1.966 -0.066 -1.012  0.582
H 0.129 -1.370 -0.938  0.109

Maximum force = 0.0872 hartree/bohr
Highest occupied orbital energy = -9.90 eV
Total energy = -19865.1346 eV
SMILES string = C=C[C@H](Cl)[C@H]1CO1